129
Properties=species:S:1:pos:R:3:mulliken_charge:R:1 method="wB97M-V/def2-TZVPD" fmax_ha_per_bohr=0.102 orbital_gap_ev=10.111 total_energy_ev=-131657.832 charge=+5 relative_energy_kj_mol=310.9
As 1.228 -0.588 -0.166 2.07
F 0.177 0.745 -0.620 -0.49
F -0.257 -1.676 -0.020 -0.54
F 2.280 -1.897 0.448 -0.50
F 2.706 0.412 -0.410 -0.50
F 1.027 -0.084 1.549 -0.53
F 1.301 -1.156 -1.878 -0.51
C -2.957 2.851 3.221 -1.11
C -3.588 1.450 3.118 -0.41
N -3.669 0.577 4.319 0.21
C -4.505 0.857 5.388 -0.33
C -4.451 -0.181 6.292 -0.46
N -3.672 -1.233 5.788 0.15
C -3.256 -0.725 4.580 -0.32
C -3.452 -2.558 6.360 -0.73
H -2.026 2.884 3.788 0.33
H -3.677 3.403 3.825 0.36
H -2.714 3.291 2.254 0.35
H -3.020 0.778 2.475 0.36
H -4.582 1.570 2.688 0.33
H -5.091 1.764 5.372 0.43
H -4.863 -0.318 7.281 0.43
H -2.651 -1.252 3.857 0.48
H -2.373 -2.679 6.269 0.32
H -4.054 -3.247 5.766 0.33
H -3.769 -2.626 7.400 0.30
C 0.144 3.644 -6.728 -1.15
C -1.127 3.595 -5.849 -0.37
N -2.169 4.181 -6.713 0.20
C -2.716 5.439 -6.659 -0.27
C -3.670 5.475 -7.707 -0.43
N -3.668 4.276 -8.402 0.16
C -2.712 3.525 -7.794 -0.26
C -4.590 3.930 -9.430 -0.77
H 0.873 3.031 -6.198 0.39
H 0.556 4.653 -6.755 0.32
H 0.071 3.268 -7.749 0.37
H -0.868 4.277 -5.039 0.27
H -1.279 2.538 -5.629 0.30
H -2.440 6.148 -5.893 0.42
H -4.400 6.234 -7.942 0.41
H -2.439 2.514 -8.057 0.43
H -5.454 3.434 -8.987 0.34
H -4.162 3.307 -10.215 0.34
H -5.020 4.817 -9.895 0.30
C 3.293 5.095 1.575 -0.91
N 4.759 5.596 1.668 -0.04
C 5.047 5.933 3.197 -0.90
C 5.734 4.533 1.157 -0.87
C 4.906 6.949 0.918 -0.46
C 4.356 8.189 1.617 -0.75
O 2.978 8.372 1.844 -0.50
H 2.570 5.784 2.011 0.35
H 3.249 4.159 2.131 0.43
H 3.066 4.990 0.514 0.39
H 5.354 5.022 3.710 0.33
H 4.206 6.409 3.700 0.40
H 5.912 6.581 3.339 0.40
H 5.450 4.289 0.134 0.36
H 5.559 3.728 1.870 0.37
H 6.733 4.960 1.249 0.41
H 4.418 6.860 -0.053 0.42
H 5.957 7.086 0.666 0.40
H 4.588 9.019 0.949 0.45
H 4.937 8.472 2.495 0.39
H 2.471 8.420 1.030 0.34
C 4.180 -2.380 5.575 -0.96
N 5.281 -1.853 6.553 -0.05
C 5.817 -3.136 7.192 -0.93
C 6.310 -1.140 5.684 -0.83
C 4.708 -1.047 7.782 -0.40
C 4.377 0.416 7.389 -0.71
O 3.714 0.549 6.168 -0.43
H 3.324 -2.656 6.191 0.35
H 4.502 -3.182 4.911 0.38
H 3.912 -1.544 4.930 0.44
H 5.978 -3.803 6.345 0.39
H 5.030 -3.583 7.800 0.40
H 6.697 -2.885 7.783 0.43
H 6.454 -1.658 4.736 0.34
H 7.227 -0.868 6.206 0.34
H 5.843 -0.189 5.430 0.39
H 5.534 -1.094 8.491 0.38
H 3.850 -1.490 8.288 0.40
H 5.245 1.069 7.477 0.29
H 3.608 0.782 8.069 0.49
H 2.834 0.823 6.437 0.31
C -5.408 -2.908 -3.566 -0.81
N -6.010 -1.525 -3.195 -0.06
C -7.300 -1.816 -2.262 -0.85
C -4.980 -0.608 -2.581 -0.95
C -6.573 -0.956 -4.443 -0.58
C -7.407 0.333 -4.348 -0.69
O -6.620 1.425 -3.854 -0.50
H -4.806 -2.707 -4.452 0.38
H -6.171 -3.639 -3.836 0.37
H -4.887 -3.311 -2.698 0.36
H -7.972 -2.443 -2.848 0.38
H -7.778 -0.863 -2.033 0.38
H -6.937 -2.120 -1.280 0.35
H -4.638 -1.126 -1.685 0.43
H -5.506 0.294 -2.268 0.38
H -4.227 -0.287 -3.301 0.35
H -7.132 -1.775 -4.897 0.45
H -5.695 -0.812 -5.072 0.42
H -8.352 0.260 -3.809 0.37
H -7.790 0.629 -5.325 0.47
H -7.112 2.186 -4.171 0.32
C 2.254 -8.850 -3.129 -0.87
N 2.052 -7.863 -1.972 -0.19
C 2.048 -8.722 -0.726 -0.88
C 3.268 -6.942 -1.830 -0.91
C 0.775 -7.094 -2.202 -0.68
C 0.784 -6.207 -3.483 -0.48
O 0.349 -6.944 -4.587 -0.50
H 1.376 -9.490 -3.223 0.43
H 3.148 -9.446 -2.947 0.39
H 2.390 -8.436 -4.128 0.35
H 2.125 -8.127 0.184 0.38
H 2.953 -9.327 -0.667 0.41
H 1.142 -9.328 -0.704 0.37
H 3.508 -6.459 -2.778 0.38
H 4.083 -7.612 -1.560 0.42
H 3.214 -6.155 -1.077 0.38
H 0.834 -6.448 -1.326 0.48
H -0.145 -7.662 -2.063 0.44
H 1.782 -5.847 -3.731 0.25
H 0.247 -5.262 -3.397 0.51
H 0.125 -6.234 -5.193 0.32